<i>
Density functional theory data (ωB97M-V/def2-TZVPD) for the molecule C4H7NS.

Structure (XYZ):
```
13
Properties=species:S:1:pos:R:3:mulliken_charge:R:1
S -2.28620 -0.07296 -0.03704 -0.34
N 0.39564 -0.01307 -0.01854 0.06
C 1.60236 -0.69591 -0.07471 0.25
C 0.46805 1.44875 0.01445 -1.05
C 2.83534 -0.19604 0.01577 -0.85
C -0.77062 -0.66591 0.14420 -0.01
H 3.10586 0.88342 0.09643 0.22
H 3.62276 -0.92730 0.04344 0.24
H -0.60742 -1.73001 0.28364 0.22
H 0.47384 1.85745 1.00058 0.33
H 1.49960 -1.74029 -0.28801 0.23
H 1.33896 1.74325 -0.56036 0.34
H -0.43471 1.82692 -0.45151 0.35
```

HOMO energy: -8.5 eV
Kohn-Sham gap: 8.91 eV

<ii>
Density functional theory data (ωB97M-V/def2-TZVPD) for a cluster of 2 separate species, C4H7NS in total.

Structure (XYZ):
```
13
Properties=species:S:1:pos:R:3:mulliken_charge:R:1
S -2.46694 2.83675 1.06592 -0.16
N 1.42132 -4.26803 -1.99193 -0.35
C 1.69298 -3.09778 -1.62325 -0.05
C 0.23489 -3.15958 -1.76239 -0.36
C -0.77603 2.58993 0.75380 0.02
C 0.02069 2.68726 1.81036 -0.73
H -0.46645 -3.36235 -0.85138 0.18
H -2.21985 2.97116 2.28564 0.08
H -0.22267 2.91769 2.83848 0.19
H 1.11118 2.83393 1.67174 0.20
H -0.62526 2.54021 -0.23498 0.39
H -0.32784 -2.87605 -2.57073 0.26
H 2.62399 -2.61313 -1.39130 0.32
```

HOMO energy: -8.6 eV
Kohn-Sham gap: 9.40 eV

How far above the most stable structure does each one sit? In kcal/mol: <i> 0.0; <ii> 75.8.

<i>
Density functional theory data (ωB97M-V/def2-TZVPD) for the molecule C4H7NS.

Structure (XYZ):
```
13
Properties=species:S:1:pos:R:3:mulliken_charge:R:1
S 1.31210 1.73396 -0.53679 -0.28
N -2.07364 -1.50202 1.75569 -0.52
C 0.47498 0.31958 -0.46079 0.42
C -1.15595 -1.16958 0.72996 0.00
C -0.47535 0.01773 0.59330 -0.42
C 0.66341 -0.75538 -1.56029 -1.15
H -0.44817 0.70887 1.43953 0.25
H -0.35101 -1.00904 -1.93345 0.32
H -1.12343 -1.87902 -0.10607 0.24
H 1.26765 -0.40962 -2.41030 0.32
H -2.02556 -2.48118 2.04499 0.26
H -1.93964 -0.94184 2.59386 0.26
H 1.09947 -1.69157 -1.14288 0.30
```

HOMO energy: -8.3 eV
Kohn-Sham gap: 8.01 eV

<ii>
Density functional theory data (ωB97M-V/def2-TZVPD) for the molecule C4H7NS.

Structure (XYZ):
```
13
Properties=species:S:1:pos:R:3:mulliken_charge:R:1
S 2.82951 -0.77596 0.29964 -0.42
N -1.23647 -0.54147 -0.21201 -0.06
C 1.41874 1.61715 0.11343 -1.32
C -2.27565 -1.32408 0.21845 -0.65
C 1.23602 0.18752 -0.45342 -0.41
C -0.09778 -0.21957 -0.43011 0.62
H -2.06471 -2.20130 0.95557 0.30
H -3.15075 -0.81597 0.77474 0.27
H -2.78884 -1.77382 -0.66276 0.29
H 1.55931 2.29058 -0.61412 0.34
H 1.75648 0.10360 -1.39669 0.24
H 0.59920 1.96373 0.63890 0.38
H 2.21492 1.48958 0.76836 0.43
```

HOMO energy: -7.2 eV
Kohn-Sham gap: 6.64 eV

How far above the most stable structure does each one sit? In kcal/mol: <i> 0.0; <ii> 81.0.

<i>
Density functional theory data (ωB97M-V/def2-TZVPD) for the ion C4H7N2 with charge +1.

Structure (XYZ):
```
13
Properties=species:S:1:pos:R:3:mulliken_charge:R:1
N 0.23897 -1.38586 0.11267 -0.51
N 2.13657 -0.02653 -0.03793 -0.28
C -1.51428 0.15272 -0.06316 -0.48
C -1.05567 -1.25987 -0.04282 0.10
C -0.22199 0.94602 0.03938 -0.46
C 0.82278 -0.12554 -0.13099 0.40
H 2.69796 0.75023 -0.29428 0.26
H 2.76835 -0.79570 0.10280 0.27
H -2.28915 0.35073 0.70314 0.35
H 0.04445 1.94517 -0.50037 0.40
H 0.16668 1.09032 1.07434 0.27
H -1.81725 -2.04631 0.06164 0.38
H -1.97741 0.40462 -1.02442 0.29
```

HOMO energy: -15.6 eV
Kohn-Sham gap: 10.30 eV
Charge: +1

<ii>
Density functional theory data (ωB97M-V/def2-TZVPD) for the ion C4H7N2 with charge +1.

Structure (XYZ):
```
13
Properties=species:S:1:pos:R:3:mulliken_charge:R:1
N 0.47382 -0.56542 -1.66282 -0.04
N 0.24879 1.04964 -0.27094 -0.06
C 0.57578 0.75814 -1.51958 -0.17
C -0.43206 -0.05756 1.87387 -1.19
C -0.04960 -0.12539 0.41670 0.52
C -0.09812 -1.11089 -0.51530 -0.44
H -0.68624 -2.01375 -0.48275 0.37
H -0.22889 -1.06074 2.26220 0.32
H 0.45466 -0.95821 -2.59040 0.29
H 0.35139 1.85478 0.33220 0.27
H 0.15343 0.59221 2.50966 0.41
H -1.47749 0.20349 1.99643 0.31
H 0.71452 1.43370 -2.34928 0.39
```

HOMO energy: -14.4 eV
Kohn-Sham gap: 10.83 eV
Charge: +1

How far above the most stable structure does each one sit? In kcal/mol: <i> 25.0; <ii> 0.0.

<i>
Density functional theory data (ωB97M-V/def2-TZVPD) for the ion C4H7N2 with charge +1.

Structure (XYZ):
```
13
Properties=species:S:1:pos:R:3:mulliken_charge:R:1
N 0.30943 0.69984 0.16130 -0.11
N 0.35631 -1.17056 -1.30351 -0.34
C 0.31386 0.16808 -1.29681 0.01
C 0.36667 -0.63877 0.95188 -0.60
C -0.89949 0.79430 -0.73485 -0.40
C 0.24641 -1.63872 -0.13999 -0.13
H -1.72726 0.18577 -0.35894 0.24
H -1.14102 1.73103 -1.11304 0.34
H 0.91327 1.40608 0.51642 0.30
H 0.83519 0.73327 -2.05075 0.38
H 1.24034 -0.72392 1.40529 0.40
H -0.33449 -0.68530 1.68614 0.38
H 0.21622 -2.61271 0.06509 0.53
```

HOMO energy: -15.8 eV
Kohn-Sham gap: 11.98 eV
Charge: +1

<ii>
Density functional theory data (ωB97M-V/def2-TZVPD) for the ion C4H7N2 with charge +1.

Structure (XYZ):
```
13
Properties=species:S:1:pos:R:3:mulliken_charge:R:1
N -1.71414 -0.19175 0.66981 -0.07
N 0.27946 1.00465 -0.19377 -0.08
C -1.14993 0.57411 -0.37624 0.00
C -1.16409 -0.91008 -0.23866 -0.42
C 1.43337 -1.09482 -0.22563 -0.75
C 1.00402 -0.09204 0.49584 -0.09
H 0.79196 1.14041 -1.10314 0.42
H 0.15185 1.86600 0.25962 0.31
H 1.93810 -1.95450 0.04813 0.32
H 1.02896 0.08465 1.55521 0.37
H 1.43818 -1.10148 -1.24543 0.26
H -1.75392 1.07398 -1.14020 0.44
H -2.28381 -0.39913 1.49445 0.29
```

HOMO energy: -13.9 eV
Kohn-Sham gap: 10.35 eV
Charge: +1

<iii>
Density functional theory data (ωB97M-V/def2-TZVPD) for the ion C4H7N2 with charge +1.

Structure (XYZ):
```
13
Properties=species:S:1:pos:R:3:mulliken_charge:R:1
N -2.89997 -0.71720 0.51383 -0.28
N 0.63299 -0.49015 -0.29084 -0.12
C -3.07192 0.39363 -0.32919 -0.07
C -1.74269 -0.24723 0.17521 -0.28
C 2.01055 -0.41272 0.13584 -0.79
C -0.35535 -0.07723 0.43080 0.33
H 2.27074 -1.29975 0.71559 0.37
H 0.00128 0.40823 1.29152 0.42
H -3.54766 1.37550 0.13713 0.24
H -3.31468 0.17069 -1.44052 0.21
H 2.72772 -0.45024 -0.74656 0.31
H 2.34420 0.45229 0.72070 0.32
H 0.32163 -0.93344 -1.22895 0.35
```

HOMO energy: -14.7 eV
Kohn-Sham gap: 9.08 eV
Charge: +1

<iv>
Density functional theory data (ωB97M-V/def2-TZVPD) for a structure of composition C4H7N2.

Structure (XYZ):
```
13
Properties=species:S:1:pos:R:3:mulliken_charge:R:1
N -0.68715 -1.29780 -0.99119 -0.61
N -0.24564 -0.30104 -0.04130 0.71
C 0.24678 -0.98828 -1.77951 0.02
C -1.10060 0.63332 0.77498 -0.38
C -0.16828 -0.43944 1.35928 -0.28
C 0.79943 0.15205 -1.08449 -0.55
H 0.85012 -0.22914 1.67898 0.24
H -0.81555 1.66110 0.83459 0.27
H 1.85889 0.18074 -0.81372 0.30
H 0.49007 1.22620 -1.45353 0.28
H -0.40759 -1.45168 1.72886 0.27
H 0.37380 -1.65116 -2.57518 0.47
H -2.25426 0.50631 0.81386 0.26
```

HOMO energy: -16.6 eV
Kohn-Sham gap: 12.80 eV
Charge: +1

How far above the most stable structure does each one sit? In kcal/mol: <i> 0.0; <ii> 68.2; <iii> 34.7; <iv> 41.4.

<i>
Density functional theory data (ωB97M-V/def2-TZVPD) for a cluster of 3 separate species, C5H15NO2 in total.

Structure (XYZ):
```
23
Properties=species:S:1:pos:R:3:mulliken_charge:R:1
O -2.14979 -2.46654 2.88950 -0.64
O 0.42797 0.77210 3.34660 -0.66
N -1.88723 0.85517 0.87840 -0.46
C 0.99262 -0.57884 -1.35885 -0.62
C -1.15312 -0.10668 0.05970 -0.41
C 2.59428 0.63926 -2.87136 -0.66
C 1.38451 0.24674 -2.56924 -0.23
C 0.20863 0.42056 -0.53657 -0.31
H 0.62407 0.56675 -3.41118 0.22
H 1.74011 -1.10754 -0.94957 0.54
H -2.03766 1.77307 0.57496 0.17
H 0.82534 0.76457 0.28311 0.08
H -1.76477 -2.41717 3.85222 0.36
H -0.27028 0.46283 2.62988 0.33
H 3.36304 0.51929 -2.12067 0.27
H 2.90022 1.06695 -3.90248 0.21
H 0.76936 1.41788 2.83153 0.31
H -2.81286 0.57893 0.98693 0.23
H -0.85885 -1.01651 0.65802 0.04
H -1.45216 -1.86078 2.52845 0.28
H 0.05882 1.33348 -1.12910 0.42
H 0.29124 -1.32940 -1.90514 0.22
H -1.79349 -0.53412 -0.76513 0.31
```

HOMO energy: -9.7 eV
Kohn-Sham gap: 10.47 eV

<ii>
Density functional theory data (ωB97M-V/def2-TZVPD) for a cluster of 3 separate species, C5H15NO2 in total.

Structure (XYZ):
```
23
Properties=species:S:1:pos:R:3:mulliken_charge:R:1
O 5.30288 -4.05007 1.73344 -0.64
O 0.68113 6.43950 -2.19215 -0.64
N -0.24846 1.42364 -2.11983 -0.44
C -0.31497 -0.02908 -0.17985 -0.31
C -0.67142 -0.26204 1.25542 -0.63
C -1.83753 -1.27617 1.41685 -0.39
C -0.57750 1.10839 -0.81519 -0.05
C -1.87805 -2.39620 0.38674 -1.12
H -1.07203 1.91748 -0.30639 0.28
H 0.16172 0.71432 -2.69347 0.18
H -2.77396 -0.72327 1.42679 0.27
H 4.50109 -4.55674 1.92487 0.32
H -2.36620 -3.29266 0.78453 0.34
H -1.73108 -1.77286 2.37864 0.30
H 0.26279 -0.78917 -0.70791 0.25
H -1.13245 0.65002 1.63800 0.22
H 4.95410 -3.41565 1.09301 0.32
H -0.87092 -2.66239 0.07063 0.27
H 1.34240 6.96280 -2.67948 0.32
H 1.06099 6.36978 -1.30768 0.32
H -2.35184 -2.08766 -0.55039 0.31
H -0.58174 2.30551 -2.46293 0.21
H 0.14106 -0.57747 1.90635 0.32
```

HOMO energy: -7.7 eV
Kohn-Sham gap: 8.44 eV

<iii>
Density functional theory data (ωB97M-V/def2-TZVPD) for a cluster of 2 separate species, C5H15NO2 in total.

Structure (XYZ):
```
23
Properties=species:S:1:pos:R:3:mulliken_charge:R:1
O -1.86939 -3.09370 -0.77735 -0.65
O 3.13362 0.88584 -0.43118 -0.53
N 1.25898 -0.58205 0.36590 -0.38
C 0.45905 1.87925 0.30402 -1.67
C 2.48477 -0.40506 -0.46101 -0.49
C -2.33792 0.25798 0.00010 -1.11
C 0.20992 0.38170 0.02919 0.68
C -1.09468 -0.18852 0.81626 -1.12
H -2.32466 1.33403 -0.15334 0.35
H 3.16369 -1.10709 -0.16631 0.39
H -1.13850 -1.21596 0.98039 0.63
H 2.73359 1.35549 0.33477 0.32
H 2.21025 -0.62070 -1.48420 0.32
H -0.04840 0.39906 -1.04777 0.16
H -2.35177 -0.26162 -0.96097 0.35
H 0.61725 2.14853 1.34390 0.40
H -1.43766 -2.17521 -0.65800 0.34
H -1.89743 -3.41841 -1.66217 0.29
H -3.24956 -0.01934 0.59034 0.31
H 1.53432 -0.63204 1.33604 0.28
H -1.07957 0.18951 1.88408 0.36
H -0.34976 2.57900 0.02447 0.35
H 1.37387 2.30932 -0.20714 0.40
```

HOMO energy: -9.5 eV
Kohn-Sham gap: 10.36 eV

<iv>
Density functional theory data (ωB97M-V/def2-TZVPD) for a cluster of 3 separate species, C5H15NO2 in total.

Structure (XYZ):
```
23
Properties=species:S:1:pos:R:3:mulliken_charge:R:1
O 3.34546 -0.71966 -0.71310 -0.62
O -1.55799 -2.03763 1.52693 -0.63
N -0.69553 0.08131 -1.62324 -0.29
C 0.07399 1.12576 1.93717 -1.54
C -0.95711 0.50374 -0.29974 0.25
C -2.20809 0.49095 0.16142 -0.93
C 0.22060 1.09671 0.43399 0.58
C 0.60528 -0.48030 -1.96693 -0.99
H -1.45896 -0.44692 -2.01417 0.28
H 1.32908 0.34124 -2.00584 0.29
H 1.07610 -1.27527 -1.39305 0.32
H 0.30883 2.08713 -0.04642 0.29
H 1.17178 0.60338 0.29007 -0.32
H -3.08013 0.35465 -0.46298 0.31
H -2.38989 -2.50456 1.63175 0.31
H -2.35584 0.73049 1.21088 0.24
H -1.25950 -2.00583 0.61193 0.33
H -0.67944 1.84454 2.31533 0.40
H -0.23015 0.20017 2.41964 0.32
H 0.54472 -0.82439 -3.00632 0.42
H 0.96146 1.49577 2.45099 0.39
H 4.00146 -0.60717 -1.40679 0.31
H 3.23386 -0.05411 -0.05151 0.30
```

HOMO energy: -7.7 eV
Kohn-Sham gap: 8.35 eV

How far above the most stable structure does each one sit? In kcal/mol: <i> 36.7; <ii> 0.0; <iii> 9.9; <iv> 11.5.